# C50H61N7ORu

C50H61N7ORu as an isolated structure in a non-equilibrium geometry (ωB97M-V with the def2-TZVPD basis set, the OMol25 dataset).

XYZ file:
```
120
Properties=species:S:1:pos:R:3:lowdin_spin:R:1
Ru -0.2299 0.1643 -0.0610 0.13
C 2.7309 0.9244 -5.3917 0.00
C 1.2517 1.3159 -5.4198 0.00
C 0.7186 1.5844 -4.0515 0.00
C 0.5375 2.7556 -3.4211 -0.01
C 0.8247 4.1440 -3.8913 0.00
C 2.1138 4.7054 -3.2843 0.00
C 0.0330 2.4375 -2.0642 0.03
N -0.0982 1.1175 -1.9043 0.11
C 0.2665 0.5245 -3.1269 -0.01
C 0.1263 -0.7756 -3.4340 0.12
C -0.5774 -1.7150 -2.5412 0.02
C -0.9651 -3.1799 -2.9663 0.00
C -0.6792 -3.6097 -4.3881 0.00
C -1.4970 -2.8610 -5.4381 0.00
C -2.1044 -3.8308 -1.1600 0.01
C -1.8524 -2.8501 -0.0499 0.07
C -1.4703 -3.0726 1.2160 -0.01
C -0.9991 -2.0705 2.1399 0.10
N -0.6789 -0.7933 1.8325 -0.01
C -0.6389 -0.1306 3.0382 0.06
C -0.6114 1.2465 3.1857 0.00
C -0.6307 2.2063 2.1993 0.06
N -0.5146 1.9606 0.8631 0.05
C -0.5034 3.1748 0.2422 0.01
C -0.2245 3.4039 -1.0952 0.10
C -0.6976 4.2389 1.2231 0.02
C -0.7552 3.6388 2.4357 0.00
C -0.9524 4.2681 3.7772 0.00
C -2.4285 4.3730 4.1631 0.00
C -0.8217 5.6886 0.8834 0.00
C -2.1658 6.0384 0.2428 0.00
C -0.8246 -1.0547 4.1283 0.05
C -1.0541 -2.2773 3.5602 0.02
C -1.3937 -3.5705 4.2359 0.00
C -2.8957 -3.8578 4.2754 0.00
C -0.9006 -0.6736 5.5729 0.01
C -2.2705 -0.1261 5.9789 0.00
N -1.5455 -1.6088 -0.6323 0.02
C -2.9890 -5.0166 -0.8436 0.00
C -4.3817 -4.6154 -0.3769 0.00
H 3.0965 0.6984 -6.3932 0.00
H 2.8942 0.0462 -4.7641 0.00
H 3.3364 1.7358 -4.9852 0.00
H 0.6693 0.5193 -5.8899 0.00
H 1.1136 2.2006 -6.0437 0.00
H -0.0174 4.7966 -3.6474 0.00
H 0.9054 4.1458 -4.9798 0.00
H 2.0669 4.7221 -2.1940 0.00
H 2.2993 5.7232 -3.6274 0.00
H 2.9703 4.0920 -3.5697 0.00
H 0.4989 -1.1272 -4.3863 0.01
H -0.9025 -4.6773 -4.4675 0.00
H 0.3933 -3.5104 -4.5852 0.00
H -2.5555 -3.1119 -5.3554 0.00
H -1.1782 -3.1293 -6.4450 0.00
H -1.4106 -1.7776 -5.3439 0.00
H -1.5871 -4.0735 1.6154 0.00
H -0.6482 1.6130 4.2046 0.00
H -0.1552 4.4367 -1.4066 0.01
H -0.4981 5.2614 3.7777 0.00
H -0.4170 3.6938 4.5375 0.00
H -2.9707 4.9944 3.4491 0.00
H -2.5474 4.8117 5.1538 0.00
H -2.9009 3.3890 4.1675 0.00
H -0.0091 5.9799 0.2103 0.00
H -0.6870 6.2783 1.7925 0.00
H -2.3325 5.4608 -0.6678 0.00
H -2.2151 7.0966 -0.0142 0.00
H -2.9881 5.8170 0.9245 0.00
H -1.0067 -3.5449 5.2566 0.00
H -0.8713 -4.3957 3.7429 0.00
H -3.4238 -3.0779 4.8250 0.00
H -3.1016 -4.8116 4.7623 0.00
H -3.3246 -3.8921 3.2720 0.00
H -0.1265 0.0644 5.8015 0.00
H -0.6689 -1.5496 6.1827 0.00
H -2.5356 0.7565 5.3946 0.00
H -2.2838 0.1487 7.0338 0.00
H -3.0506 -0.8702 5.8136 0.00
H -2.4945 -5.6339 -0.0860 0.00
H -3.0622 -5.6397 -1.7395 0.00
H -4.3389 -3.9774 0.5071 0.00
H -4.9782 -5.4925 -0.1282 0.00
H -4.9146 -4.0648 -1.1549 0.00
N 1.8247 -2.2936 0.2023 0.00
C 0.7885 -2.6662 -0.6577 0.00
C 0.5442 -3.9240 -1.0392 0.00
C -0.6818 -4.1859 -1.8242 0.01
C -2.4084 -2.9588 -2.4179 0.00
C -2.0252 -1.5320 -2.0292 0.01
N -0.0810 -1.6409 -1.1076 0.01
C 2.5887 -1.1380 0.0974 0.00
C 3.9132 -1.1510 0.5380 0.00
C 4.6886 -0.0359 0.3096 0.00
C 4.1397 1.0638 -0.3397 0.00
C 2.8055 1.0106 -0.6700 0.00
N 2.0299 -0.0620 -0.4548 0.01
H 2.3100 -3.0789 0.6048 0.00
H 1.2048 -4.7279 -0.7379 0.00
H -0.7077 -5.2095 -2.1989 0.00
H -3.3103 -3.1489 -2.9922 0.00
H -2.6436 -0.6686 -2.2502 0.00
H 4.3206 -2.0313 1.0175 0.00
H 5.7243 -0.0284 0.6245 0.00
H 4.7223 1.9469 -0.5570 0.00
H 2.3114 1.8515 -1.1407 0.00
C 3.9050 3.4773 2.8653 0.00
C 3.4229 2.5713 3.9968 0.00
C 2.8340 1.3997 3.2200 0.00
O 2.3652 1.9357 1.9794 0.00
C 2.7875 3.2943 1.8509 0.00
H 4.8528 3.1107 2.4635 0.00
H 4.0353 4.5164 3.1636 0.00
H 2.6485 3.0763 4.5786 0.00
H 4.2145 2.2625 4.6778 0.00
H 1.9988 0.9139 3.7287 0.00
H 3.5962 0.6403 3.0110 0.00
H 1.9445 3.9591 2.0693 0.00
H 3.0960 3.4648 0.8169 0.00
```

Output
- E (eV) = -67893.591
- multiplicity = 2
- net charge = +1